(1)
Here is a cluster of 6 separate species, C46H90BFN6O4 in total from OMol25. Energies are from ωB97M-V/def2-TZVPD.

Values from the calculation:
Multiplicity = 1
E_HOMO = -8.20 eV
Kohn-Sham gap = 8.61 eV
Structure (SMILES) = CCCCCCCC[C@H](O[C@@H](CCOCC)[C@@H](F)CC)[C@H](OCCCCCCN)B(O)CC.CCCC#N.CCCC#N.CCCC#N.CCCC#N.CCCC#N

Each line ends with the Mulliken charge.
Cartesian coordinates (Å):
C -1.99 -11.76 5.20  -1.22
C -2.39 -11.44 3.76  -0.29
C -2.82 -9.98 3.58  -0.94
C -1.63 -9.00 3.63  -0.70
C -0.74 -9.09 2.38  -0.64
C -0.94 -7.91 1.39  -1.07
C 0.36 -7.10 1.16  -0.22
C 0.07 -5.58 1.03  -0.45
C 0.93 -4.89 -0.02  -0.78
O 2.32 -4.90 0.26  -0.61
C 2.75 -4.39 1.52  2.09
C 3.31 -5.59 2.31  -1.69
C 3.01 -5.56 3.79  -0.24
O 3.61 -6.69 4.41  -0.39
C 2.76 -7.43 5.27  0.03
C 2.98 -7.03 6.72  -1.18
C 3.81 -3.31 1.27  -0.38
F 3.18 -2.06 1.16  -0.18
C 4.85 -3.13 2.38  -0.31
C 5.73 -1.89 2.09  -1.32
C 0.37 -3.47 -0.40  -0.66
O 1.45 -2.72 -0.95  -0.19
C 1.03 -1.73 -1.88  -0.52
C 1.87 -0.46 -1.72  -0.68
C 1.07 0.86 -1.67  0.58
C 1.65 1.88 -0.69  -1.05
C 0.96 1.93 0.69  0.46
C 0.93 3.34 1.28  -0.37
N 2.26 3.97 1.29  -0.62
B -0.44 -2.75 0.77  1.11
O -1.79 -3.04 0.84  -0.76
C 0.14 -1.74 1.84  0.65
C -1.01 -0.85 2.39  -0.85
H -0.99 -11.35 5.37  0.29
H -1.92 -12.83 5.36  0.38
H -2.64 -11.28 5.92  0.30
H -1.54 -11.67 3.12  0.21
H -3.22 -12.08 3.44  0.39
H -3.26 -9.87 2.58  0.32
H -3.55 -9.71 4.34  0.41
H -2.04 -8.00 3.76  0.46
H -1.06 -9.26 4.53  0.29
H -0.97 -10.01 1.85  0.44
H 0.30 -9.16 2.69  0.45
H -1.34 -8.28 0.45  0.26
H -1.64 -7.23 1.86  0.44
H 0.94 -7.24 2.07  -0.14
H 0.91 -7.46 0.29  0.41
H -0.97 -5.49 0.73  0.84
H 0.16 -5.14 2.02  0.04
H 0.83 -5.48 -0.92  0.71
H 1.96 -3.90 2.09  -0.78
H 2.77 -6.45 1.91  0.32
H 4.36 -5.78 2.09  0.64
H 1.92 -5.56 3.91  0.39
H 3.38 -4.65 4.28  0.17
H 1.71 -7.37 4.97  0.14
H 3.05 -8.48 5.16  0.34
H 4.00 -7.28 6.99  0.28
H 2.29 -7.53 7.40  0.37
H 2.88 -5.95 6.82  0.30
H 4.34 -3.52 0.34  0.25
H 5.51 -3.99 2.45  0.38
H 4.31 -2.95 3.30  0.17
H 5.29 -1.03 2.58  0.23
H 6.72 -2.02 2.51  0.39
H 5.80 -1.72 1.02  0.33
H -0.34 -3.67 -1.21  0.52
H 1.22 -2.13 -2.88  0.34
H -0.04 -1.52 -1.81  0.10
H 2.55 -0.39 -2.57  0.35
H 2.49 -0.53 -0.83  0.17
H 1.06 1.35 -2.65  0.53
H 0.02 0.67 -1.43  -0.92
H 2.72 1.71 -0.55  0.38
H 1.56 2.86 -1.15  0.53
H -0.04 1.49 0.65  -0.16
H 1.54 1.31 1.39  0.20
H 0.54 3.31 2.29  0.20
H 0.28 3.95 0.65  -0.03
H 3.00 3.29 1.26  0.25
H 2.36 4.64 0.54  0.30
H -2.10 -3.09 -0.09  0.16
H 0.54 -2.30 2.69  0.19
H 0.89 -1.09 1.42  -0.27
H -1.72 -1.45 2.96  0.45
H -1.57 -0.45 1.55  0.13
H -0.63 -0.04 3.00  -0.49
C -3.90 0.64 -0.56  -1.20
C -3.16 0.65 -1.90  0.31
C -3.62 -0.47 -2.84  -0.62
C -3.31 -1.80 -2.30  0.43
N -3.08 -2.83 -1.87  -0.56
H -3.71 -0.28 -0.01  0.22
H -3.58 1.47 0.06  0.36
H -4.98 0.72 -0.71  0.38
H -2.09 0.57 -1.72  -0.40
H -3.33 1.60 -2.40  0.38
H -3.12 -0.37 -3.81  0.31
H -4.69 -0.41 -3.03  0.39
C -1.17 7.66 -0.40  -1.04
C -0.36 7.76 -1.69  -0.43
C -0.71 6.66 -2.70  -0.34
C -0.38 5.33 -2.20  0.17
N -0.13 4.28 -1.80  -0.35
H -0.97 6.73 0.13  0.22
H -0.92 8.48 0.27  0.34
H -2.24 7.71 -0.61  0.31
H 0.70 7.71 -1.45  0.33
H -0.54 8.73 -2.16  0.23
H -0.18 6.83 -3.63  0.26
H -1.78 6.70 -2.95  0.28
C 2.66 1.79 5.91  -1.09
C 1.47 1.09 6.56  -0.60
C 0.46 0.56 5.54  0.08
C -0.17 1.63 4.78  0.23
N -0.65 2.47 4.16  -0.56
H 2.34 2.67 5.35  0.36
H 3.37 2.11 6.67  0.35
H 3.17 1.11 5.22  0.22
H 0.97 1.77 7.25  0.32
H 1.83 0.25 7.16  0.33
H -0.32 -0.01 6.05  0.40
H 0.95 -0.13 4.85  -0.06
C -2.59 11.19 -4.15  -1.03
C -1.78 11.30 -5.43  -0.50
C -2.14 10.21 -6.45  -0.13
C -1.80 8.87 -5.98  0.24
N -1.55 7.82 -5.60  -0.46
H -2.39 10.25 -3.63  0.17
H -2.35 12.00 -3.47  0.34
H -3.66 11.24 -4.35  0.34
H -0.72 11.25 -5.20  0.31
H -1.97 12.27 -5.90  0.34
H -1.60 10.40 -7.39  0.07
H -3.20 10.26 -6.69  0.28
C -1.33 12.21 -11.50  -1.14
C -2.10 10.93 -11.21  -0.38
C -3.53 11.19 -10.71  -0.43
C -3.54 11.87 -9.41  0.28
N -3.55 12.42 -8.40  -0.45
H -1.20 12.81 -10.60  0.34
H -0.35 11.98 -11.90  0.33
H -1.86 12.82 -12.24  0.31
H -1.56 10.33 -10.48  0.26
H -2.17 10.33 -12.12  0.31
H -4.06 10.24 -10.60  0.28
H -4.08 11.79 -11.43  0.32

(2)
Here is a structure of composition C13H20Cl4O9 from OMol25. Energies are from ωB97M-V/def2-TZVPD.

Values from the calculation:
Multiplicity = 1
E_HOMO = -9.49 eV
Kohn-Sham gap = 9.85 eV

Each line ends with the Mulliken charge.
Cartesian coordinates (Å):
C -1.86 -3.30 3.39  -0.37
C -1.08 -1.97 3.40  -0.60
O -0.88 -1.79 1.98  0.04
C -1.86 -2.39 1.29  0.58
O -2.10 -2.33 0.10  -0.60
O -2.57 -3.11 2.17  -0.44
H -2.54 -3.33 4.24  0.39
H -1.16 -4.12 3.57  0.27
H -0.08 -2.04 3.83  0.36
H -1.58 -1.18 3.96  0.29
C 2.31 -2.30 0.03  -0.32
C 1.19 -2.98 -0.79  -0.29
O 0.48 -3.62 0.20  -0.34
C 0.88 -3.26 1.43  0.87
O 0.49 -3.84 2.42  -0.62
O 1.76 -2.27 1.36  -0.38
H 2.30 -1.36 -0.51  0.09
H 3.26 -2.84 -0.01  0.48
H 1.71 -3.62 -1.51  0.41
H 0.51 -2.28 -1.29  0.24
C -2.38 3.00 -1.07  -0.38
C -1.09 3.11 -0.29  0.11
O -0.15 3.11 -1.27  -0.54
C -0.68 3.39 -2.46  0.92
O -0.09 3.68 -3.49  -0.58
O -1.97 3.47 -2.36  -0.40
H -3.14 3.71 -0.75  0.31
H -2.88 2.04 -1.00  0.27
H -0.92 2.35 0.47  -0.26
H -1.01 4.02 0.31  0.35
Cl 0.27 1.01 -1.09  0.06
C 0.20 -0.24 0.15  0.53
C -0.36 0.34 1.47  -0.54
Cl -2.12 0.55 1.32  -0.25
H 1.25 -0.50 0.30  -0.38
H -0.36 -1.00 -0.40  -0.12
H 0.15 1.27 1.71  0.90
H -0.17 -0.37 2.27  -0.14
Cl 2.94 1.11 -1.70  -0.28
C 1.63 2.12 -2.49  -0.49
C 2.23 3.32 -3.22  -0.40
Cl 2.74 2.86 -4.86  -0.25
H 1.07 2.46 -1.62  0.10
H 1.08 1.35 -3.03  0.70
H 3.09 3.71 -2.68  0.40
H 1.50 4.09 -3.45  0.29

(3)
Here is an isolated molecule of C3HF2NO from OMol25. Energies are from ωB97M-V/def2-TZVPD.

Values from the calculation:
Energy above the lowest of the compared OMol25 structures with the same formula, charge and spin = 46.8 kcal per mole
Multiplicity = 1
E_HOMO = -9.86 eV
Kohn-Sham gap = 10.43 eV
Structure (SMILES) = Fc1cnoc1F

Each line ends with the Mulliken charge.
Cartesian coordinates (Å):
F -0.50 -1.91 -0.41  -0.26
C -0.12 -0.71 -0.48  0.49
C 0.38 0.20 -1.52  -0.35
N 0.76 1.36 -0.97  -0.29
O 0.26 1.39 0.41  -0.16
C -0.20 0.12 0.63  0.37
F -0.42 -0.12 1.98  -0.23
H 0.60 -0.08 -2.49  0.44

(4)
Here is a cluster of 2 separate species, C5H11ClS in total from OMol25. Energies are from ωB97M-V/def2-TZVPD.

Values from the calculation:
Energy above the lowest of the compared OMol25 structures with the same formula, charge and spin = 9.1 kcal per mole
Multiplicity = 1
E_HOMO = -8.95 eV
Kohn-Sham gap = 9.80 eV
Structure (SMILES) = C[C@H]1CS1.CCCl

Each line ends with the Mulliken charge.
Cartesian coordinates (Å):
C 0.80 1.56 0.21  -1.28
C 2.03 0.87 -0.32  0.27
C 2.91 0.09 0.59  -0.77
S 1.98 -0.93 -0.58  -0.17
H 0.34 0.96 1.01  0.23
H 1.08 2.54 0.63  0.39
H 0.06 1.71 -0.57  0.32
H 2.54 1.39 -1.13  0.46
H 2.60 0.01 1.63  0.27
H 3.98 0.12 0.44  0.31
C -1.14 -1.18 0.83  -0.85
C -1.59 0.19 0.36  -0.10
Cl -3.22 0.12 -0.37  -0.24
H -1.82 -1.58 1.58  0.36
H -1.09 -1.89 -0.01  0.26
H -0.14 -1.11 1.27  0.18
H -0.92 0.59 -0.40  0.00
H -1.64 0.90 1.19  0.37

(5)
Here is the ion FHNO3P with charge -2 from OMol25. Energies are from ωB97M-V/def2-TZVPD.

Values from the calculation:
Energy above the lowest of the compared OMol25 structures with the same formula, charge and spin = 6.6 kcal per mole
Net charge = -2
Multiplicity = 1
E_HOMO = 1.06 eV
Kohn-Sham gap = 6.79 eV
Structure (SMILES) = O=P([O-])([O-])NF

Each line ends with the Mulliken charge.
Cartesian coordinates (Å):
O 1.56 0.74 0.79  -0.79
P 0.83 -0.22 -0.07  0.91
O 0.91 0.11 -1.54  -0.80
O 0.98 -1.72 0.25  -0.85
N -1.03 0.17 0.44  -0.36
F -1.39 1.32 -0.19  -0.24
H -1.86 -0.39 0.31  0.13

Number 1: largest force on an atom 1.2 eV Å⁻¹, lowest unoccupied orbital energy 0.015 Ha. Number 2: largest force on an atom 8.0 eV Å⁻¹, lowest unoccupied orbital energy 0.013 Ha. Number 3: largest force on an atom 6.3 eV Å⁻¹, lowest unoccupied orbital energy 0.021 Ha. Number 4: largest force on an atom 1.4 eV Å⁻¹, lowest unoccupied orbital energy 0.031 Ha. Number 5: largest force on an atom 3.5 eV Å⁻¹, lowest unoccupied orbital energy 0.289 Ha.